Below is a 12-piece molecular cluster, C72H60F12 overall in a non-equilibrium geometry, with properties calculated with ωB97M-V with the def2-TZVPD basis set.

CARTESIAN COORDINATES (ANGSTROEM)
F1 -4.929 0.157 19.465
C1 -5.517 1.393 19.558
C2 -5.022 2.337 18.706
C3 -5.503 3.689 18.925
C4 -6.649 3.894 19.719
C5 -7.236 2.882 20.513
C6 -6.634 1.603 20.449
H1 -4.207 2.118 18.031
H2 -5.041 4.489 18.364
H3 -6.965 4.923 19.810
H4 -7.938 3.045 21.318
H5 -6.923 0.855 21.171
F2 1.648 7.789 21.115
C7 1.015 7.782 22.305
C8 -0.236 7.157 22.334
C9 -0.969 7.228 23.508
C10 -0.482 7.795 24.641
C11 0.755 8.464 24.643
C12 1.566 8.446 23.446
H6 -0.716 6.769 21.449
H7 -1.911 6.701 23.491
H8 -1.060 7.772 25.553
H9 1.092 8.941 25.552
H10 2.573 8.834 23.464
F3 -7.737 -0.259 26.197
C13 -6.906 0.195 25.287
C14 -6.990 1.515 24.821
C15 -6.074 2.028 23.939
C16 -5.079 1.164 23.428
C17 -4.946 -0.136 23.974
C18 -5.848 -0.628 24.912
H11 -7.844 2.018 25.249
H12 -6.150 3.021 23.520
H13 -4.488 1.465 22.576
H14 -4.184 -0.848 23.695
H15 -5.639 -1.600 25.333
F4 -4.254 15.817 23.841
C19 -4.220 15.640 22.487
C20 -4.877 14.597 21.841
C21 -4.666 14.374 20.466
C22 -3.841 15.217 19.709
C23 -3.167 16.227 20.359
C24 -3.404 16.428 21.741
H16 -5.596 13.966 22.342
H17 -5.202 13.555 20.011
H18 -3.740 14.996 18.657
H19 -2.552 16.845 19.721
H20 -2.885 17.248 22.214
F5 -1.345 12.998 24.756
C25 -0.843 12.733 23.545
C26 -1.275 13.473 22.452
C27 -0.739 13.278 21.213
C28 0.233 12.332 21.112
C29 0.665 11.538 22.170
C30 0.108 11.737 23.471
H21 -1.990 14.254 22.661
H22 -1.065 13.890 20.385
H23 0.761 12.274 20.172
H24 1.465 10.827 22.031
H25 0.349 11.122 24.326
F6 -6.605 11.408 21.366
C31 -7.082 10.306 20.700
C32 -6.703 9.983 19.379
C33 -7.186 8.887 18.777
C34 -7.971 7.979 19.467
C35 -8.443 8.305 20.785
C36 -7.962 9.469 21.381
H26 -5.929 10.521 18.851
H27 -6.869 8.706 17.760
H28 -8.200 7.017 19.034
H29 -9.015 7.610 21.382
H30 -8.147 9.729 22.413
F7 -7.338 8.610 25.452
C37 -6.409 9.583 25.380
C38 -6.832 10.885 25.129
C39 -5.936 11.974 24.973
C40 -4.569 11.682 25.021
C41 -4.095 10.395 25.197
C42 -5.018 9.338 25.330
H31 -7.886 11.091 25.014
H32 -6.343 12.959 24.803
H33 -3.903 12.532 25.043
H34 -3.048 10.133 25.163
H35 -4.573 8.381 25.559
F8 -4.421 6.482 21.000
C43 -3.811 7.719 20.916
C44 -4.303 8.727 21.704
C45 -3.768 9.983 21.502
C46 -2.648 10.137 20.648
C47 -2.136 9.093 19.965
C48 -2.797 7.836 20.046
H36 -5.094 8.479 22.396
H37 -4.178 10.826 22.038
H38 -2.114 11.071 20.549
H39 -1.238 9.089 19.365
H40 -2.400 6.951 19.570
F9 -0.697 12.198 17.598
C49 -1.409 11.393 16.838
C50 -2.688 11.049 17.319
C51 -3.502 10.336 16.501
C52 -3.100 9.929 15.287
C53 -1.820 10.191 14.804
C54 -0.932 10.894 15.627
H41 -2.971 11.278 18.336
H42 -4.514 10.076 16.772
H43 -3.793 9.387 14.660
H44 -1.628 10.037 13.752
H45 0.056 11.229 15.348
F10 -9.401 4.050 26.326
C55 -8.792 4.630 25.256
C56 -9.400 4.727 23.978
C57 -8.680 5.325 22.951
C58 -7.389 5.762 23.128
C59 -6.755 5.684 24.356
C60 -7.429 5.094 25.418
H46 -10.445 4.473 23.887
H47 -9.129 5.479 21.981
H48 -6.783 6.075 22.291
H49 -5.768 6.122 24.377
H50 -6.973 5.014 26.393
F11 -1.960 3.728 17.589
C61 -1.286 4.914 17.619
C62 -0.168 4.949 18.428
C63 0.539 6.139 18.576
C64 0.219 7.218 17.812
C65 -0.910 7.195 16.930
C66 -1.691 5.998 16.843
H51 0.033 4.031 18.961
H52 1.357 6.158 19.281
H53 0.862 8.085 17.827
H54 -1.107 8.011 16.251
H55 -2.526 5.891 16.166
F12 -2.296 4.241 25.246
C67 -2.339 3.721 23.999
C68 -3.314 4.157 23.108
C69 -3.336 3.635 21.846
C70 -2.232 2.883 21.403
C71 -1.209 2.497 22.276
C72 -1.292 2.918 23.579
H56 -4.012 4.890 23.484
H57 -4.197 3.876 21.241
H58 -2.274 2.525 20.384
H59 -0.437 1.831 21.920
H60 -0.469 2.683 24.237

Summary:
Orbital gap ... 9.193 eV
SMILES string ... Fc1ccccc1.Fc1ccccc1.Fc1ccccc1.Fc1ccccc1.Fc1ccccc1.Fc1ccccc1.Fc1ccccc1.Fc1ccccc1.Fc1ccccc1.Fc1ccccc1.Fc1ccccc1.Fc1ccccc1
2S+1 ... 1
LUMO ... 0.462 eV
DFT total energy ... -3977.92319 Eh
Energy relative to the best compared isomer or geometry (same formula, charge and spin) ... 47.2 kcal/mol
HOMO ... -8.73 eV